Below is a molecular structure, C42H28BrCl2F4MgP2S, with properties calculated with ωB97M-V/def2-TZVPD.

Summary:
orbital gap: 7.93 eV
E_LUMO: -2.575 eV
total charge: +1

XYZ file:
```
81
Properties=species:S:1:pos:R:3:forces:R:3:mulliken_charge:R:1
Mg -0.368261 -0.154829 -1.386389 0.133 -0.046 0.156 1.50
F 6.616818 0.951224 -0.372054 -0.006 0.013 0.007 -0.29
C 5.466368 0.305874 -0.427299 -0.005 0.003 -0.013 0.56
C 5.228598 -0.765840 0.411016 -0.004 -0.018 0.004 0.42
F 6.157406 -1.151377 1.271141 -0.018 -0.003 -0.004 -0.30
C 4.020715 -1.445812 0.331026 0.021 -0.017 0.008 0.20
F 3.872281 -2.501726 1.130082 -0.002 0.009 0.005 -0.37
C 3.018779 -1.072526 -0.552160 -0.021 -0.011 -0.024 0.03
P 1.389813 -1.906371 -0.649504 -0.012 0.079 -0.061 0.49
C 1.054388 -2.632037 0.971789 -0.014 -0.016 0.013 0.31
C 0.998868 -4.005539 1.184996 -0.012 0.032 -0.018 -0.60
C 0.666545 -4.492210 2.440914 -0.001 0.000 0.018 -0.84
C 0.395992 -3.615651 3.481795 -0.005 -0.037 0.004 -0.69
C 0.442646 -2.244434 3.269208 0.002 0.032 -0.011 -0.72
C 0.757330 -1.752777 2.012940 0.007 -0.006 0.014 -0.10
C 1.633804 -3.240957 -1.836405 0.039 -0.036 0.061 0.52
C 0.668761 -3.435949 -2.820958 0.006 0.002 -0.044 -0.33
C 0.811569 -4.474749 -3.731765 -0.002 0.013 0.007 -0.76
C 1.914111 -5.310963 -3.660245 0.015 0.000 0.010 -0.52
C 2.883788 -5.114344 -2.681863 -0.016 -0.003 -0.026 -0.75
C 2.746508 -4.082387 -1.770956 0.018 0.003 -0.023 -0.24
C 3.289674 0.015835 -1.391245 -0.025 0.019 -0.009 -0.27
Br 2.038837 0.655904 -2.665865 0.010 0.001 0.010 -0.06
C 4.490748 0.692998 -1.336590 0.035 0.000 0.013 0.65
F 4.740715 1.719574 -2.138378 0.006 0.003 0.018 -0.33
H 1.213204 -4.693556 0.377964 -0.004 -0.007 0.000 0.44
H 0.623105 -5.560309 2.607072 0.000 0.003 -0.002 0.44
H 0.143940 -4.001927 4.460501 0.001 0.000 -0.003 0.42
H 0.229294 -1.559168 4.079515 0.002 0.004 -0.005 0.52
H 0.786339 -0.680118 1.848294 0.003 0.013 0.014 0.36
H -0.187433 -2.773605 -2.897559 -0.022 -0.010 0.028 0.25
H 0.063512 -4.620961 -4.499248 0.002 -0.003 0.004 0.45
H 2.025253 -6.118212 -4.372035 0.002 0.003 0.000 0.40
H 3.746264 -5.765436 -2.632402 -0.005 -0.003 -0.002 0.44
H 3.502570 -3.936066 -1.008704 -0.007 0.002 0.007 0.39
Cl -2.310079 -1.612726 -0.570343 -0.079 -0.024 0.069 -0.23
C -3.480764 -0.551219 -1.361558 0.008 0.016 -0.042 1.08
C -4.710738 -0.431025 -0.747278 -0.015 -0.002 -0.003 -0.80
C -5.655434 0.406758 -1.315218 0.022 0.011 -0.017 -0.50
C -5.341830 1.118742 -2.461076 0.003 -0.013 0.042 -0.78
C -4.094955 0.979795 -3.049516 -0.031 0.013 0.025 0.36
Cl -3.762777 1.914095 -4.468225 -0.004 -0.009 -0.008 -0.17
C -3.114011 0.116638 -2.536648 0.048 -0.050 -0.025 -0.52
S -1.579594 -0.119020 -3.376016 -0.039 0.037 -0.105 -0.36
H -4.918952 -0.984762 0.157008 -0.006 0.009 0.001 0.46
H -6.629841 0.512013 -0.858761 0.002 0.000 -0.001 0.44
H -6.061240 1.788691 -2.911047 0.003 -0.005 -0.002 0.45
C 2.207294 2.583409 3.746366 -0.022 0.010 0.009 -0.76
C 2.667641 2.022979 2.563214 0.004 -0.016 -0.024 -0.32
C 1.783963 1.797727 1.519069 0.020 -0.012 -0.007 -0.10
C 0.438182 2.134977 1.644052 0.005 -0.030 0.037 -0.02
C -0.016288 2.705424 2.831562 0.002 -0.013 -0.007 -0.39
C 0.867672 2.924415 3.878001 0.025 -0.003 0.012 -0.75
P -0.654220 1.876252 0.219006 -0.145 0.062 -0.093 1.23
C -0.518589 3.394841 -0.763618 0.075 0.020 0.010 0.59
C -1.041796 3.397554 -2.057208 -0.017 0.001 -0.029 0.09
C -0.963943 4.542135 -2.836370 -0.016 -0.025 -0.006 -0.66
C -0.353476 5.682911 -2.335147 0.010 0.007 0.017 -0.66
C 0.179679 5.680282 -1.053485 -0.006 0.007 -0.009 -0.76
C 0.099674 4.541069 -0.266717 -0.033 -0.006 -0.004 -0.54
C -2.333604 1.874576 0.920993 -0.008 0.019 -0.051 0.25
C -3.315040 2.767636 0.502121 0.056 0.020 0.032 -0.74
C -4.578426 2.727635 1.076806 -0.011 -0.009 0.027 -0.66
C -4.866502 1.801200 2.066873 -0.022 0.017 -0.018 -0.61
C -3.896103 0.893718 2.472465 0.023 -0.026 -0.001 -0.84
C -2.637842 0.923053 1.894679 0.011 -0.037 0.039 -0.06
H 2.891516 2.756291 4.566434 0.003 -0.001 -0.005 0.41
H 3.712013 1.759317 2.455229 0.001 0.001 0.004 0.45
H 2.145474 1.355778 0.597185 0.011 0.010 -0.028 0.09
H -1.057895 2.979283 2.940283 0.002 -0.004 0.001 0.47
H 0.510085 3.366173 4.798621 -0.004 0.002 -0.003 0.45
H -1.510929 2.510043 -2.470961 0.016 0.015 0.022 -0.14
H -1.375852 4.535338 -3.836966 -0.008 -0.006 0.005 0.46
H -0.288035 6.573814 -2.945703 0.000 -0.001 0.002 0.40
H 0.659008 6.567998 -0.662591 0.003 -0.002 -0.005 0.44
H 0.522632 4.549204 0.729493 -0.010 -0.008 0.007 0.46
H -3.095065 3.505319 -0.258426 0.009 0.007 -0.009 0.48
H -5.334201 3.431340 0.753927 -0.003 0.001 -0.002 0.44
H -5.847901 1.782736 2.522802 0.001 -0.001 -0.004 0.39
H -4.119061 0.164816 3.240907 0.002 0.002 0.001 0.47
H -1.881886 0.215156 2.220531 -0.009 -0.004 -0.006 0.36
```
Forces are in eV/Å.